# 1
15
Properties=species:S:1:pos:R:3:mulliken_charge:R:1 method="wB97M-V/def2-TZVPD" molar_mass_g_mol=173.60 total_charge=-1 fmax_ev_per_a=5.22 energy_ha=-1277.276856 gap_ev=7.932
C 2.18233 0.46191 -0.37907 -1.0644
C 0.69558 -0.00563 -0.04301 -0.1101
C 0.01825 1.04422 0.59121 0.3240
O -1.48607 -1.52230 0.92948 -0.5087
O -1.45556 -1.18889 -1.37596 -0.6891
O -3.37074 -0.26619 -0.18180 -0.6939
O -0.07991 1.31610 1.78647 -0.5996
S -1.92239 -0.36533 -0.25000 0.7052
Cl -0.60671 2.23878 -0.52240 -0.2189
H 2.89683 -0.11124 0.24167 0.2601
H 2.36327 0.09495 -1.41599 0.2879
H 2.22253 1.52627 -0.20198 0.3422
H 0.65140 -0.80894 0.71209 0.3167
H 0.22822 -0.41196 -0.89314 0.3880
H -2.33704 -2.00174 1.00245 0.2607

# 2
12
Properties=species:S:1:pos:R:3:mulliken_charge:R:1 method="wB97M-V/def2-TZVPD" molar_mass_g_mol=124.51 fmax_ev_per_a=3.08 energy_ha=-994.612252 gap_ev="8.301 / 8.300"
C 1.66780 -0.28043 -0.04676 -0.8901
C 0.50441 0.33084 0.63461 -0.6942
C -1.33866 -0.42544 -0.43488 -0.2988
O -2.55286 1.86424 -0.46710 -0.4500
P -2.50130 0.69119 0.40331 0.2843
Cl -1.31585 -2.11530 -0.08566 -0.1593
H 1.62130 -0.14204 -1.12390 0.2841
H 2.57002 0.22492 0.30727 0.3337
H 1.75845 -1.33819 0.17998 0.2964
H 0.28945 0.01156 1.64132 0.4170
H 0.34405 1.38347 0.44805 0.4227
H -1.04680 -0.20483 -1.45624 0.4544

# 3
13
Properties=species:S:1:pos:R:3:mulliken_charge:R:1 method="wB97M-V/def2-TZVPD" molar_mass_g_mol=156.57 fmax_ev_per_a=3.59 energy_ha=-1392.816346 gap_ev=9.141
C -1.56786 -0.15293 -0.00568 -1.1503
C -0.28631 0.65388 -0.13895 0.2103
S -0.55551 2.24200 1.32327 -0.2763
C 0.78643 0.22597 -0.86554 -0.6635
P 0.87310 -1.29045 -2.44783 0.3766
O 1.99915 -2.10688 -1.63364 -0.4374
Cl 2.02098 -0.20249 -3.64794 -0.1906
H -1.50178 -0.48228 0.97513 0.3310
H -1.62276 -0.88935 -0.76568 0.3654
H -2.47668 0.41657 -0.05273 0.3646
H 0.64185 2.08261 2.10366 0.1571
H 1.63335 0.81730 -1.01980 0.5315
H 2.42529 -1.52367 -0.96995 0.3814